The following is a quantum chemistry calculation of a structure of composition C63H62BrN6O2P4S2W in a non-equilibrium geometry, from the Open Molecules 2025 dataset.

Last column: Mulliken spin population.
Geometry (Å):
1 W -0.6693 0.4575 0.1993  1.5510
2 Br -0.6724 -6.6225 3.2358  -0.0001
3 S 6.5530 -2.2631 0.2309  0.0003
4 S -1.3837 2.5134 1.7077  -0.0348
5 P -1.5989 1.9265 -1.6680  0.0379
6 P -1.8393 -0.8696 -1.5387  0.2274
7 P 1.7125 0.3406 -0.7617  0.0838
8 P 1.2428 0.3093 1.9339  0.0186
9 O -0.5320 -1.6753 1.0256  -0.0430
10 O -2.1957 -0.5023 1.7572  -0.0032
11 N 2.2705 -0.4486 0.7161  0.0285
12 N -3.8988 1.2289 0.2160  0.0307
13 N -4.6995 1.9482 3.5851  -0.0006
14 N -2.3270 0.5363 -2.3990  -0.0077
15 N -3.9744 1.6012 1.5500  -0.0124
16 N -3.4216 2.3406 3.4884  0.0024
17 C 5.0021 -1.9191 1.1453  0.0007
18 C 0.7190 -2.0021 3.7599  0.0067
19 C -5.0474 1.5004 2.4233  -0.0003
20 C 3.7063 2.4167 -0.9907  -0.0177
21 C -2.9940 -2.5682 3.5525  0.0006
22 C 3.2086 -1.1635 -4.2785  0.0003
23 C -4.5201 -3.8641 -2.3471  -0.0001
24 C -2.8198 3.2782 -1.9127  0.0079
25 C 3.8048 -2.4883 0.3903  0.0017
26 C -4.6313 5.3251 -2.4435  -0.0001
27 C 0.0926 -2.7485 -1.9086  0.0121
28 C 1.5600 3.0610 -0.1829  0.1633
29 C -6.3637 0.9583 2.0462  0.0015
30 C 2.8844 2.5176 2.7071  -0.0022
31 C 4.0540 3.0245 3.2498  0.0005
32 C 4.1790 -0.4645 -1.7832  -0.0043
33 C -5.0374 -3.0571 -0.1518  0.0000
34 C 0.0441 3.8944 -2.7305  0.0136
35 C 2.4170 2.0459 -0.6084  -0.0976
36 C -0.7826 -1.9146 -3.9910  -0.0023
37 C 4.6460 0.8400 4.0492  -0.0001
38 C -4.0318 -2.1127 -0.2608  0.0313
39 C 0.6357 -0.6657 3.3836  0.0138
40 C 4.5638 -1.2655 -4.0155  -0.0001
41 C -0.3425 2.5572 -2.8309  -0.0061
42 C 2.4847 -1.8996 0.8829  -0.0022
43 C 0.0383 -2.7985 -4.6741  0.0003
44 C -1.3343 -3.9593 2.4724  0.0001
45 C -2.9359 2.1271 2.2577  0.0280
46 C -3.3038 -3.6104 4.4071  -0.0015
47 C 7.7217 -2.3457 1.5997  0.0000
48 C 0.1329 -2.4275 4.9432  0.0014
49 C -0.5589 -1.5437 5.7501  -0.0024
50 C 5.0462 -0.9134 -2.7641  -0.0003
51 C 2.8097 -0.3612 -2.0429  0.0011
52 C -1.6385 -4.9838 3.3514  -0.0018
53 C -3.5076 -2.9291 -2.4588  -0.0031
54 C 0.2641 1.7285 -3.7650  0.0237
55 C 2.6118 1.1626 2.8045  -0.0076
56 C -4.2911 5.0197 -1.1361  0.0003
57 C -3.3847 4.0060 -0.8674  0.0080
58 C -0.6653 -0.2127 5.3731  -0.0020
59 C 3.4940 0.3237 3.4879  0.0037
60 C 0.9151 -3.6210 -2.5961  0.0027
61 C -3.2607 -2.0258 -1.4212  -0.0383
62 C -3.2263 0.5234 -3.5498  -0.0029
63 C 1.0347 4.3839 -3.5600  0.0000
64 C 0.8877 -3.6482 -3.9817  0.0012
65 C -0.0706 0.2220 4.2059  -0.0097
66 C -4.0369 4.6349 -3.4885  -0.0003
67 C -0.7563 -1.8833 -2.5972  -0.0155
68 C -1.9928 -2.7350 2.5925  -0.0091
69 C 4.9329 2.1900 3.9188  0.0006
70 C -5.2871 -3.9327 -1.1960  -0.0001
71 C 1.6655 3.5425 -4.4642  0.0009
72 C 4.1336 3.7288 -0.8844  -0.0015
73 C 1.2770 2.2164 -4.5720  0.0018
74 C -2.6167 -4.8114 4.3261  0.0044
75 C 1.9783 4.3752 -0.0868  0.0080
76 C -3.1261 3.6276 -3.2307  -0.0021
77 C 2.3391 -0.7141 -3.2991  0.0019
78 C 3.2761 4.7151 -0.4292  0.0040
79 C -1.5721 -1.6051 1.7670  0.0612
80 H 7.3739 -3.0633 2.3340  0.0000
81 H 4.2797 4.0741 3.1482  -0.0001
82 H 4.9164 -0.8371 1.2708  0.0006
83 H 0.5316 2.8148 0.0894  -0.0713
84 H -0.4496 4.5463 -2.0213  -0.0023
85 H 5.1456 3.9814 -1.1603  -0.0003
86 H -0.1374 1.2707 3.9243  0.0015
87 H 1.2914 5.1316 0.2620  0.0008
88 H -6.0602 -4.6776 -1.1074  0.0000
89 H 3.9194 -2.3429 -0.6813  0.0000
90 H -7.0226 0.9866 2.9100  -0.0001
91 H 5.8383 2.5903 4.3458  0.0000
92 H 3.2675 -0.7276 3.6010  0.0008
93 H 2.8250 -1.4358 -5.2493  0.0002
94 H -2.9064 -2.9191 -3.3547  -0.0001
95 H 1.6624 -2.4740 0.4471  -0.0007
96 H 1.3126 5.4252 -3.5072  0.0002
97 H 1.2080 -2.7478 3.1533  0.0004
98 H -2.8448 -5.6099 5.0162  0.0001
99 H -5.3316 6.1190 -2.6472  0.0001
100 H 2.4749 -2.0444 1.9633  0.0013
101 H 5.1016 -2.3754 2.1287  0.0000
102 H -1.4402 -1.2593 -4.5434  -0.0001
103 H -4.3345 1.9420 -0.3781  -0.0017
104 H -5.6222 -3.1184 0.7533  0.0000
105 H 4.5605 -0.2171 -0.8052  0.0003
106 H 1.7595 1.5697 -5.2879  0.0001
107 H 0.0730 -2.7494 -0.8255  0.0121
108 H 2.1863 3.1810 2.2238  0.0041
109 H -1.2032 0.4816 5.9988  -0.0002
110 H 5.3230 0.1942 4.5890  -0.0001
111 H 2.4477 3.9284 -5.0992  0.0000
112 H 3.7473 -3.5660 0.5606  0.0005
113 H -4.0193 1.2631 -3.4317  -0.0005
114 H 1.5687 -4.2857 -2.0532  0.0000
115 H -3.6888 -0.4622 -3.6130  0.0005
116 H -4.7244 5.5795 -0.3218  -0.0001
117 H -2.6997 0.7340 -4.4825  0.0013
118 H 0.0062 -2.8302 -5.7523  0.0000
119 H 6.1000 -0.9977 -2.5434  0.0000
120 H 8.6730 -2.6717 1.1950  0.0000
121 H -3.0827 3.8195 0.1542  -0.0011
122 H -4.0738 -3.4936 5.1548  0.0000
123 H -6.2777 -0.0738 1.7036  0.0001
124 H -3.4923 -1.6144 3.6395  0.0000
125 H -2.9543 2.7623 4.2823  -0.0002
126 H -0.5817 -4.1005 1.7125  0.0002
127 H -0.0996 0.7166 -3.8764  -0.0088
128 H -3.8297 -1.4685 0.5825  0.0012
129 H 7.8318 -1.3633 2.0476  0.0000
130 H 1.5186 -4.3408 -4.5172  0.0000
131 H 0.2228 -3.4672 5.2181  0.0002
132 H 4.3962 1.6950 -1.3897  0.0010
133 H -6.8044 1.5527 1.2451  -0.0003
134 H -1.0100 -1.8863 6.6679  0.0000
135 H -4.2740 4.8912 -4.5079  0.0000
136 H 5.2414 -1.6273 -4.7733  0.0000
137 H 1.2903 -0.6432 -3.5148  0.0016
138 H -4.7009 -4.5482 -3.1620  0.0000
139 H -2.6320 3.1290 -4.0510  0.0010
140 H -4.3918 0.3463 0.0758  0.0016
141 H 3.6064 5.7386 -0.3587  0.0014

Forces on the atoms, in the same order (eV/Å):
W -1.4294 -0.8178 3.1944
Br -0.2776 0.4224 0.0361
S -0.3701 -0.1744 -0.0266
S 1.1544 -0.2332 -0.6635
P -0.1320 -0.3500 -1.9469
P -0.7739 -0.1630 -2.1662
P 1.8231 0.4219 0.8161
P 1.8334 -0.8322 0.4767
O 0.3125 0.7682 -0.8825
O 0.5124 0.5935 -0.7380
N -1.4838 0.3420 -0.1970
N -0.2531 -0.0953 -0.2467
N -0.9276 -0.0572 0.5841
N 0.4140 -0.1213 0.7224
N 0.1558 0.4715 0.8879
N 0.4512 -0.2697 -1.2182
C 0.5324 0.0137 -0.4080
C 0.1400 0.0673 -0.0600
C 0.2728 0.0502 -0.0662
C 0.1183 -0.1360 -0.0185
C 0.1824 0.1145 -0.2382
C 0.0501 0.0257 -0.0358
C -0.0469 0.0267 -0.0603
C 0.1532 -0.1157 0.7589
C 0.0567 0.2566 0.1827
C 0.0736 -0.0167 0.0653
C -0.1502 0.0496 0.0926
C -0.0421 -0.2179 0.0718
C -0.1571 -0.0444 -0.0515
C -0.1212 -0.0263 0.0529
C 0.0544 0.0446 0.0518
C -0.0635 0.0741 0.0775
C -0.0717 -0.0200 0.0025
C -0.1547 -0.1578 -0.0512
C -0.6966 0.0513 -0.2375
C -0.0343 0.1952 0.1323
C 0.0026 -0.0190 -0.0490
C -0.0623 0.1256 0.0420
C -0.2725 0.2398 -0.3160
C -0.1035 0.0291 0.0352
C -0.0508 -0.1040 0.2960
C 0.3110 -0.6677 -0.1078
C -0.0749 0.0122 -0.0483
C -0.0953 -0.0484 0.0396
C -0.5757 -0.3215 -0.0191
C -0.0229 0.0367 -0.0175
C -0.2288 0.2336 -0.0731
C 0.1794 0.0681 0.0747
C 0.0515 -0.0196 -0.0272
C 0.0276 0.0761 0.0879
C -0.6246 -0.1774 -0.2656
C 0.1692 -0.2372 -0.1057
C 0.0771 0.1305 -0.0489
C -0.2374 -0.0106 0.1592
C -0.4253 0.6418 -0.0698
C -0.0595 0.0440 0.0562
C 0.0099 0.0216 0.0093
C -0.0448 -0.0583 0.0497
C -0.2255 -0.1307 0.0231
C -0.0100 -0.0878 -0.0600
C 0.3042 0.2861 0.5587
C -0.1157 -0.0271 -0.1846
C 0.0187 0.0735 0.0695
C -0.0395 -0.0573 0.1051
C 0.1338 0.0977 -0.1116
C -0.0221 -0.0071 -0.0102
C 0.2558 0.1725 0.4001
C -0.2676 -0.2563 0.0956
C 0.0004 0.0775 -0.0663
C 0.0612 0.0355 0.0344
C -0.0087 -0.0535 -0.0314
C 0.0444 -0.0334 0.0517
C 0.0436 0.0417 -0.0490
C 0.1003 -0.1059 -0.1156
C -0.0556 0.0911 0.0903
C 0.1340 -0.1243 0.0862
C -0.0092 0.0449 0.0343
C -0.1941 -0.0568 0.0464
C -0.1114 0.1896 0.0101
H 0.0404 -0.1258 0.1117
H -0.0136 0.1421 0.0426
H -0.1267 -0.0170 0.1229
H 0.2524 0.1978 -0.1231
H 0.0321 0.0983 -0.0085
H 0.0934 -0.0042 -0.0736
H 0.0104 -0.0650 0.1160
H -0.0873 0.1049 0.0156
H -0.1294 -0.0944 0.0160
H -0.0340 -0.2484 0.1323
H 0.0099 0.0118 -0.0033
H 0.1016 0.0581 0.0571
H 0.0664 -0.0572 0.0550
H -0.0598 -0.0433 -0.1084
H 0.0023 -0.0398 -0.0194
H 0.0408 0.0747 0.1713
H 0.0641 0.0915 0.0396
H 0.0305 0.0380 -0.0620
H 0.0126 -0.0911 0.0080
H -0.0959 0.0779 -0.0357
H -0.0619 -0.1398 -0.1454
H -0.1038 -0.0056 0.1158
H -0.0517 0.0502 -0.0926
H 0.0812 -0.1229 0.3082
H -0.0325 -0.0181 0.1105
H 0.1430 -0.0309 0.0506
H 0.0199 -0.0700 -0.1064
H 0.0753 -0.0580 -0.0396
H 0.0203 0.0630 -0.0604
H -0.0361 0.1131 0.0918
H 0.0062 -0.0748 0.0246
H 0.0689 0.0309 -0.0775
H 0.0173 0.0031 -0.0257
H 0.0246 -0.1035 0.0334
H 0.0857 -0.0880 0.0538
H -0.0089 0.0552 -0.0660
H -0.0179 0.0851 0.0823
H 0.0127 -0.0145 -0.0079
H -0.0094 0.0080 -0.1144
H 0.0441 -0.0060 0.0774
H 0.0957 -0.0211 -0.0359
H -0.0488 -0.0122 -0.0280
H -0.0397 0.0391 0.0568
H -0.0136 -0.0358 -0.0125
H -0.0537 0.0839 0.0282
H -0.0035 -0.0881 -0.1659
H 0.1060 -0.0032 -0.0370
H 0.0702 -0.0927 -0.0259
H 0.0053 -0.0071 0.0304
H 0.1272 0.0391 0.1226
H 0.0635 -0.0377 -0.0790
H -0.0040 -0.0967 0.0748
H 0.0428 0.0486 -0.0101
H -0.0479 -0.0101 -0.0111
H -0.0464 -0.0341 0.1047
H -0.0179 0.0249 -0.1491
H 0.0648 -0.0059 -0.0783
H -0.0692 -0.0927 -0.0467
H -0.0166 -0.0563 -0.0617
H -0.0039 0.0103 -0.1066
H 0.1526 0.1201 0.1683
H 0.0582 0.1370 0.0235

Values from the calculation:
Energy   -210045.911 eV
Multiplicity   3
HOMO level (spin up / spin down)   -13.76 / -13.76 eV
Total charge   +3
⟨S²⟩   2.03
Lowest unoccupied orbital energy (spin up / spin down)   -8.7 / -9.1 eV
Largest force on an atom   3.59 eV Å⁻¹